DFT (ωB97M-V/def2-TZVPD) results for a molecular structure, C50H63F18N10O14S6 at a distorted geometry.

Positions of all 161 atoms, in Å:
C1 16.793 -9.947 12.674
C2 16.839 -10.837 13.915
C3 17.855 -11.961 13.794
O1 16.965 -10.044 15.064
H1 15.767 -9.691 12.415
H2 17.188 -10.512 11.812
H3 17.487 -9.100 12.647
H4 15.892 -11.408 13.957
H5 17.893 -12.570 14.701
H6 18.896 -11.650 13.664
H7 17.578 -12.613 12.960
C4 28.803 -11.045 6.591
N1 27.629 -10.741 7.415
C5 27.176 -9.471 7.428
C6 26.031 -9.185 8.142
C7 25.255 -10.233 8.634
C8 25.715 -11.539 8.539
C9 26.924 -11.780 7.893
C10 23.908 -9.913 9.247
C11 23.570 -10.525 10.449
C12 22.370 -10.201 10.995
N2 21.491 -9.374 10.407
C13 21.768 -8.828 9.206
C14 22.966 -9.122 8.586
C15 20.263 -9.017 11.166
H8 28.872 -12.049 6.189
H9 29.743 -10.727 7.046
H10 28.775 -10.350 5.748
H11 27.719 -8.681 6.930
H12 25.515 -8.242 8.260
H13 25.117 -12.294 9.033
H14 27.325 -12.767 7.723
H15 24.220 -11.184 11.006
H16 22.089 -10.672 11.931
H17 21.088 -8.126 8.747
H18 23.351 -8.658 7.688
H19 20.511 -8.250 11.898
H20 19.953 -9.935 11.664
H21 19.427 -8.668 10.564
C16 14.345 -11.582 17.123
N3 15.657 -11.650 17.799
C17 15.736 -11.761 19.142
C18 16.969 -12.059 19.727
C19 18.101 -12.213 18.939
C20 17.978 -12.141 17.550
C21 16.732 -11.867 17.013
C22 19.470 -12.315 19.432
C23 20.363 -11.351 18.997
C24 21.672 -11.482 19.445
N4 22.072 -12.526 20.223
C25 21.224 -13.518 20.525
C26 19.951 -13.466 20.033
C27 23.470 -12.532 20.768
H22 14.434 -11.437 16.049
H23 13.732 -10.765 17.500
H24 13.869 -12.553 17.254
H25 14.778 -11.657 19.631
H26 17.031 -12.172 20.801
H27 18.785 -12.245 16.834
H28 16.488 -11.820 15.959
H29 20.010 -10.452 18.518
H30 22.381 -10.671 19.377
H31 21.527 -14.352 21.143
H32 19.286 -14.256 20.359
H33 23.932 -13.448 20.408
H34 23.438 -12.401 21.844
H35 23.941 -11.731 20.205
C28 20.416 0.161 11.663
N5 20.142 -1.146 12.286
C29 20.958 -2.176 11.971
C30 20.683 -3.404 12.532
C31 19.576 -3.557 13.357
C32 18.702 -2.489 13.599
C33 19.068 -1.238 13.076
C34 19.381 -4.834 14.083
C35 20.316 -5.209 15.061
C36 20.117 -6.421 15.688
N6 19.170 -7.290 15.325
C37 18.317 -6.999 14.320
C38 18.342 -5.731 13.766
C39 18.963 -8.552 16.044
H36 20.033 0.147 10.643
H37 21.479 0.390 11.612
H38 19.958 0.985 12.203
H39 21.806 -2.009 11.325
H40 21.236 -4.266 12.186
H41 17.780 -2.587 14.153
H42 18.492 -0.346 13.271
H43 21.108 -4.552 15.389
H44 20.762 -6.746 16.492
H45 17.504 -7.702 14.152
H46 17.564 -5.411 13.087
H47 19.112 -9.337 15.303
H48 17.923 -8.523 16.368
H49 19.573 -8.675 16.933
C40 14.376 -14.120 11.910
N7 14.061 -14.972 10.664
C41 14.679 -14.252 9.471
C42 14.653 -16.385 10.810
C43 12.532 -15.045 10.611
C44 11.994 -15.732 9.329
O2 12.466 -17.060 9.341
H50 14.130 -13.127 11.533
H51 15.437 -14.211 12.116
H52 13.663 -14.288 12.712
H53 14.908 -14.967 8.687
H54 15.610 -13.830 9.845
H55 14.047 -13.415 9.186
H56 14.880 -16.787 9.828
H57 13.932 -16.994 11.341
H58 15.592 -16.194 11.325
H59 12.230 -13.997 10.603
H60 12.224 -15.506 11.544
H61 12.089 -15.086 8.452
H62 10.909 -15.822 9.457
H63 11.840 -17.629 8.883
C45 12.015 -5.343 13.291
F1 13.331 -5.239 13.448
F2 11.259 -4.318 13.712
F3 11.739 -5.452 12.003
S1 11.404 -6.856 14.239
O3 11.761 -6.621 15.601
O4 9.996 -6.953 13.970
N8 12.427 -8.078 13.483
S2 11.949 -9.339 14.204
O5 12.294 -9.368 15.628
O6 10.608 -9.808 13.883
C46 13.142 -10.655 13.468
F4 13.027 -10.719 12.148
F5 14.405 -10.378 13.829
F6 12.854 -11.851 13.989
C47 23.897 -8.822 15.663
F7 23.382 -7.599 15.864
F8 24.498 -8.771 14.476
F9 24.835 -9.177 16.522
S3 22.415 -9.994 15.636
O7 21.815 -9.871 16.941
O8 21.672 -9.439 14.515
N9 22.936 -11.520 15.273
S4 21.720 -12.454 15.556
O9 21.979 -13.145 16.810
O10 20.414 -11.878 15.355
C48 22.036 -13.745 14.207
F10 20.932 -14.469 14.090
F11 22.238 -13.159 13.022
F12 23.081 -14.486 14.531
C49 18.857 -17.245 6.643
F13 18.365 -16.620 5.570
F14 18.313 -18.434 6.752
F15 20.161 -17.316 6.500
S5 18.355 -16.203 8.125
O11 17.092 -15.563 7.825
O12 18.303 -17.168 9.222
N10 19.604 -15.042 8.118
S6 19.894 -14.458 9.574
O13 19.250 -15.029 10.733
O14 21.347 -14.270 9.737
C50 19.134 -12.723 9.414
F16 17.854 -12.862 9.083
F17 19.129 -12.143 10.621
F18 19.787 -11.976 8.521

Results
* Kohn-Sham gap: 0.12767 Ha
* charge: +3
* DFT total energy: -7729.45998 Eh



DFT (ωB97M-V/def2-TZVPD) results for a molecular structure, C50H64CdN8O2S.

Positions of all 126 atoms, in Å:
Cd1 -0.276 0.528 0.211
C1 3.064 1.570 5.349
N1 2.629 0.492 4.476
C2 3.568 -0.609 4.423
C3 1.919 0.777 3.311
N2 2.128 0.267 2.167
N3 0.874 1.660 3.560
C4 0.117 2.404 2.658
N4 -0.822 3.184 3.293
N5 0.325 2.435 1.399
H1 3.209 1.179 6.356
H2 2.330 2.370 5.390
H3 4.017 2.000 5.011
H4 3.799 -0.919 5.442
H5 4.505 -0.339 3.920
H6 3.116 -1.457 3.910
H7 2.980 -0.281 2.138
H8 0.569 1.701 4.516
H9 -1.200 2.853 4.166
H10 -1.519 3.555 2.666
H11 -0.343 3.065 0.934
C5 -4.612 2.277 2.129
C6 -3.882 1.050 2.617
C7 -4.292 0.405 3.784
C8 -3.651 -0.764 4.175
C9 -4.104 -1.499 5.412
C10 -2.587 -1.269 3.440
C11 -2.085 -0.618 2.285
C12 -2.815 0.546 1.902
N6 -1.011 -0.992 1.530
C13 -0.371 -2.299 1.654
C14 0.372 -2.502 2.995
C15 1.082 -3.860 3.026
C16 2.132 -3.927 1.915
C17 1.436 -3.732 0.568
C18 0.428 -4.862 0.347
C19 -0.623 -4.812 1.457
C20 0.057 -4.980 2.820
C21 -1.353 -3.466 1.418
C22 0.702 -2.391 0.558
H12 -5.349 2.608 2.861
H13 -5.132 2.075 1.191
H14 -3.921 3.098 1.930
H15 -5.124 0.787 4.366
H16 -4.802 -0.896 5.993
H17 -3.255 -1.754 6.049
H18 -4.606 -2.433 5.149
H19 -2.151 -2.187 3.802
H20 -2.538 1.042 0.975
H21 -0.311 -2.438 3.840
H22 1.093 -1.686 3.105
H23 1.571 -3.990 3.998
H24 2.643 -4.895 1.942
H25 2.891 -3.149 2.064
H26 2.180 -3.740 -0.237
H27 0.935 -5.832 0.349
H28 -0.055 -4.738 -0.629
H29 -1.347 -5.621 1.310
H30 0.553 -5.955 2.877
H31 -0.695 -4.943 3.614
H32 -2.143 -3.458 2.170
H33 -1.829 -3.318 0.446
H34 0.225 -2.239 -0.416
H35 1.413 -1.576 0.716
N7 1.500 0.384 -1.382
S1 2.700 -0.589 -1.583
C23 3.378 -0.282 -3.248
C24 4.627 -0.759 -3.616
C25 5.069 -0.563 -4.915
C26 4.265 0.101 -5.833
C27 3.017 0.572 -5.454
C28 2.567 0.375 -4.156
C29 4.174 -0.048 -0.674
C30 4.515 1.291 -0.592
C31 5.632 1.660 0.138
C32 6.402 0.694 0.777
C33 6.048 -0.644 0.696
C34 4.923 -1.019 -0.027
H36 1.696 1.366 -1.573
H37 5.257 -1.272 -2.899
H38 6.043 -0.926 -5.213
H39 4.612 0.248 -6.847
H40 2.389 1.091 -6.166
H41 1.592 0.728 -3.841
H42 3.917 2.042 -1.096
H43 5.911 2.704 0.204
H44 7.282 0.989 1.334
H45 6.636 -1.397 1.205
H46 4.630 -2.062 -0.093
C35 -3.157 -3.946 -4.226
C36 -2.743 -2.830 -3.310
C37 -1.606 -2.069 -3.556
C38 -1.245 -1.075 -2.659
N8 -1.929 -0.812 -1.548
C39 -3.031 -1.521 -1.323
C40 -3.474 -2.528 -2.166
H47 -2.554 -3.957 -5.133
H48 -4.207 -3.851 -4.505
H49 -3.037 -4.907 -3.722
H50 -1.003 -2.255 -4.437
H51 -0.365 -0.464 -2.820
H52 -3.573 -1.281 -0.413
H53 -4.372 -3.084 -1.928
C41 -3.149 5.557 -6.278
C42 -2.740 4.923 -4.975
C43 -1.407 4.654 -4.697
C44 -1.020 4.061 -3.501
C45 0.438 3.774 -3.241
C46 -1.993 3.745 -2.548
C47 -3.339 4.022 -2.804
C48 -4.395 3.679 -1.785
C49 -3.692 4.601 -4.016
C50 -1.596 3.072 -1.247
O1 -1.894 3.631 -0.174
O2 -1.037 1.940 -1.380
H54 -2.332 5.534 -7.000
H55 -3.435 6.601 -6.127
H56 -4.006 5.040 -6.711
H57 -0.650 4.906 -5.433
H58 1.061 4.117 -4.068
H59 0.572 2.701 -3.105
H60 0.766 4.266 -2.322
H61 -4.371 2.611 -1.556
H62 -5.389 3.938 -2.148
H63 -4.200 4.212 -0.855
H64 -4.737 4.809 -4.222

Results
* energy above the lowest of the compared OMol25 structures with the same formula, charge and spin: 0.00 kcal per mole
* Kohn-Sham gap: 0.23666 Ha
* DFT total energy: -3098.22929 Eh



DFT (ωB97M-V/def2-TZVPD) results for a molecular structure, C50H64CoN3O7P2S2Si at a distorted geometry.

Positions of all 130 atoms, in Å:
Co1 0.726 -1.032 -0.481
C1 -0.279 -3.185 -6.778
Si1 0.871 -1.955 -5.867
C2 2.504 -2.854 -5.489
C3 1.276 -0.465 -7.010
C4 -0.167 -1.214 -4.469
C5 -1.430 -0.709 -4.730
C6 -2.179 -0.111 -3.724
C7 -1.615 0.004 -2.468
N1 -0.413 -0.465 -2.192
C8 0.288 -1.100 -3.145
S1 1.789 -1.729 -2.615
H1 0.221 -3.657 -7.618
H2 -1.170 -2.697 -7.157
H3 -0.601 -3.970 -6.100
H4 2.918 -3.312 -6.384
H5 2.352 -3.629 -4.747
H6 3.238 -2.168 -5.081
H7 1.775 -0.777 -7.923
H8 1.930 0.239 -6.501
H9 0.376 0.074 -7.291
H10 -1.838 -0.773 -5.731
H11 -3.171 0.269 -3.916
H12 -2.121 0.502 -1.650
O1 0.246 -3.001 1.626
S2 -0.074 -3.734 0.399
O2 -1.095 -4.742 0.544
O3 -0.337 -2.822 -0.725
C9 1.489 -4.570 0.109
C10 1.573 -5.894 -0.267
C11 2.808 -6.527 -0.260
C12 3.932 -5.829 0.152
C13 3.839 -4.496 0.512
C14 2.607 -3.848 0.493
P1 2.368 -2.076 0.897
C15 2.704 -2.048 2.699
C16 1.676 -1.764 3.590
C17 1.916 -1.767 4.953
C18 3.190 -2.007 5.440
C19 4.226 -2.246 4.554
C20 3.985 -2.277 3.193
C21 3.979 -1.422 0.279
C22 4.555 -0.308 0.888
C23 5.629 0.344 0.311
C24 6.143 -0.103 -0.896
C25 5.570 -1.199 -1.523
C26 4.495 -1.846 -0.946
H13 0.670 -6.418 -0.539
H14 2.894 -7.563 -0.555
H15 4.892 -6.329 0.195
H16 4.729 -3.966 0.815
H17 0.693 -1.564 3.201
H18 1.102 -1.578 5.638
H19 3.380 -1.998 6.504
H20 5.232 -2.403 4.922
H21 4.805 -2.465 2.518
H22 4.157 0.049 1.828
H23 6.053 1.215 0.793
H24 6.982 0.404 -1.350
H25 5.950 -1.543 -2.476
H26 4.043 -2.687 -1.451
C27 2.799 1.443 -3.001
C28 2.676 1.589 -1.533
N2 1.870 0.913 -0.741
C29 2.037 1.410 0.518
C30 2.983 2.414 0.492
N3 3.370 2.501 -0.823
C31 3.604 3.266 1.525
O4 3.156 3.124 2.746
O5 4.495 4.038 1.221
C32 1.117 0.939 1.600
O6 1.258 1.431 2.741
O7 0.232 0.133 1.245
H27 2.841 0.382 -3.248
H28 3.688 1.955 -3.360
H29 1.924 1.859 -3.499
H30 4.080 3.140 -1.145
H31 2.377 2.434 2.820
C33 -6.709 2.724 -0.687
C34 -5.561 3.711 -0.935
C35 -4.199 3.040 -0.734
C36 -4.247 2.056 0.431
C37 -5.171 0.889 0.053
C38 -6.242 1.299 -0.965
P2 -2.499 1.402 0.780
C39 -1.627 2.839 1.646
C40 -0.714 3.521 0.621
C41 0.068 4.626 1.319
C42 -0.881 5.759 1.737
C43 -2.329 5.274 1.873
C44 -2.407 3.875 2.475
C45 -2.718 0.279 2.262
C46 -3.062 -1.146 1.831
C47 -2.639 -2.111 2.942
C48 -2.844 -1.484 4.332
C49 -3.988 -0.474 4.302
C50 -3.638 0.723 3.404
H32 -7.567 2.977 -1.317
H33 -7.037 2.786 0.354
H34 -5.659 4.555 -0.249
H35 -5.619 4.113 -1.950
H36 -3.443 3.806 -0.564
H37 -3.904 2.499 -1.634
H38 -4.650 2.579 1.302
H39 -5.659 0.512 0.953
H40 -4.579 0.073 -0.367
H41 -7.087 0.608 -0.905
H42 -5.846 1.242 -1.981
H43 -0.956 2.309 2.328
H44 -1.282 3.937 -0.214
H45 -0.038 2.772 0.205
H46 0.860 5.014 0.673
H47 0.551 4.196 2.197
H48 -0.851 6.558 0.991
H49 -0.545 6.181 2.685
H50 -2.814 5.271 0.896
H51 -2.884 5.976 2.501
H52 -3.455 3.596 2.574
H53 -1.986 3.906 3.481
H54 -1.687 0.232 2.630
H55 -2.528 -1.396 0.910
H56 -4.133 -1.240 1.635
H57 -1.591 -2.373 2.798
H58 -3.212 -3.037 2.853
H59 -1.933 -0.974 4.654
H60 -3.056 -2.266 5.067
H61 -4.214 -0.126 5.315
H62 -4.885 -0.969 3.923
H63 -3.135 1.493 3.992
H64 -4.566 1.160 3.025

Results
* energy above the lowest of the compared OMol25 structures with the same formula, charge and spin: 22.24 kcal per mole
* expectation value of S²: 0.76
* 2S+1: 2
* Kohn-Sham gap (spin up / spin down): 0.27436 / 0.27389 Ha
* charge: -1
* DFT total energy: -5786.27295 Eh